Record 1
ORCA calculation (wB97M-V/def2-TZVPD) on one molecule with the formula C4H7ClS in a non-equilibrium geometry.

Each line ends with the Löwdin charge.
Geometry (Å):
H: -2.25249 -1.69870 -0.53829  0.09
H: -0.99938 -2.64711 -0.18266  0.11
C: -0.57373 -0.51179 0.68005  -0.72
C: -0.10545 -1.11007 -1.35451  -0.21
S: -1.33773 1.07535 0.92252  0.68
H: 0.41779 -1.92331 -1.93070  0.12
C: 0.74957 -0.57500 -0.09897  -0.66
C: -1.18598 -1.57135 -0.42101  -0.18
H: -0.26034 -0.38592 -2.09554  0.08
Cl: 1.93354 0.80476 -0.41600  0.51
H: -2.28997 0.80520 1.99279  -0.07
H: -0.73701 -1.00761 1.78982  0.13
H: 1.34844 -1.41987 0.44301  0.13

- energy (a.u.) = -1014.90562
- SMILES string = S[C@H]1CC[C@H]1Cl
- M (Da) = 122.620
- HOMO (eV) = -8.97
- total charge = 0
- Kohn-Sham gap (eV) = 9.52
- LUMO (Eh) = 0.0202

Record 2
ORCA calculation (wB97M-V/def2-TZVPD) on a 9-piece molecular cluster, C7H24O9 overall in a non-equilibrium geometry.

Each line ends with the Löwdin charge.
Geometry (Å):
O: 3.64505 0.87982 -2.70373  0.01
O: -0.44367 1.87940 1.86705  -0.09
C: -2.86482 -0.11875 -0.91593  -0.07
O: 1.10191 2.96032 0.44113  -0.05
H: 1.56333 -0.37397 2.74096  0.02
C: -0.48832 -0.52266 -0.71507  -0.07
H: 2.79471 1.35331 -2.48634  0.07
H: 2.24408 -3.00712 0.80057  0.16
O: 1.29020 -3.38709 0.70376  0.00
H: 2.06539 1.60183 1.12925  -0.03
H: 3.78063 0.46995 -1.96782  -0.09
H: -3.00664 -0.14482 -1.95904  0.05
H: -0.47196 2.46756 2.63544  0.08
O: -2.20561 0.57592 3.27493  -0.07
C: 0.69724 -1.31515 -0.42383  -0.02
H: -0.88206 -1.20898 -2.98451  0.06
H: 3.55535 1.43401 1.68119  0.03
H: -3.03430 -2.41680 0.56355  0.11
H: 1.33222 -1.50012 3.88680  0.09
H: -2.70580 1.08393 2.64265  0.02
H: 0.06440 1.22107 2.44495  0.07
H: -0.04177 1.46631 -4.02256  0.05
H: 0.01888 2.79441 -3.30146  0.04
C: -2.03203 -2.19708 0.27796  -0.05
C: -0.95947 -2.99245 0.55181  0.02
H: -1.66634 -0.09042 2.80513  0.03
H: 0.29070 2.93655 -0.12677  0.08
H: -4.04677 -0.35374 -0.70216  0.14
O: 0.96891 -0.62520 3.51289  -0.11
H: 0.54684 -1.57324 -3.59711  0.11
O: -0.58552 2.33119 -3.94418  -0.12
H: 0.76322 3.00620 1.26662  -0.06
H: -1.03513 -3.97577 0.91003  0.09
H: 1.65778 -0.90209 -0.66750  0.10
C: 0.40432 -2.47468 0.22645  -0.32
C: -1.78469 -1.01186 -0.42779  -0.30
O: -0.05931 -0.76466 -3.34995  -0.12
H: -2.75845 0.82005 -0.59613  0.02
O: 2.66902 1.14227 1.68582  -0.02
H: -0.38150 0.53256 -1.15705  0.13

- energy (a.u.) = -958.15860
- SMILES string = Cc1ccc(O)cc1.O.O.O.O.O.O.O.O
- M (Da) = 252.260
- HOMO (eV) = -8.37
- total charge = 0
- Kohn-Sham gap (eV) = 8.38
- LUMO (Eh) = 0.0004

Record 3
ORCA calculation (wB97M-V/def2-TZVPD) on C29H28F3N2O3P2Pd as an isolated structure in a non-equilibrium geometry.

Each line ends with the Löwdin charge.
Geometry (Å):
H: -1.34772 0.13051 5.16533  0.10
H: 1.63804 1.69913 -2.36328  0.07
H: 2.64803 3.10908 -0.76331  0.01
O: 4.43282 2.45493 0.07189  -0.33
C: 3.72623 3.15209 -0.94213  -0.17
C: 0.37105 -1.20396 0.82131  -0.09
C: -2.26761 -3.56411 1.23963  -0.03
C: -3.16603 4.94790 -2.81528  -0.11
P: 3.70422 1.19248 0.80831  0.71
C: 0.99691 2.01779 3.65490  -0.17
C: -0.73226 -4.39285 -0.41573  -0.03
C: -1.04012 -1.05421 -2.59807  -0.09
H: -3.14269 2.04819 -1.08483  0.09
H: 0.03933 4.83109 -1.73254  0.09
H: -2.04290 1.25850 0.71923  0.07
H: -1.95397 -0.14051 -0.91155  0.09
C: -1.84419 5.32332 -2.63582  -0.10
C: -0.73201 1.63592 2.20883  -0.44
H: 1.96440 2.48580 3.81059  0.10
C: -3.54173 -6.85705 -0.08883  -0.57
O: 4.58574 -0.06520 0.20203  -0.35
C: 0.88886 0.91980 -2.42479  -0.13
O: 4.58919 1.41796 2.15265  -0.33
H: 1.81289 -0.03683 -4.10759  0.10
C: -3.62139 3.76714 -2.24258  -0.10
C: -2.71244 -5.64298 0.12320  -0.16
C: -2.76235 2.97372 -1.49987  -0.10
F: -3.92978 -7.00523 -1.38196  0.11
H: -1.78160 -1.84264 -2.65576  0.10
H: -1.26494 -6.25232 -1.33685  0.12
C: -1.07214 -3.39455 0.51810  -0.27
Pd: 1.48187 0.63730 0.58486  0.19
H: -1.47698 6.24071 -3.08063  0.09
C: 4.59483 0.42819 3.16363  -0.15
H: 0.09257 -1.81659 -4.25423  0.09
H: 4.77019 -1.68210 -1.01672  0.07
C: -1.53450 -5.49691 -0.60840  -0.03
H: -4.65170 3.45949 -2.38004  0.10
C: -0.16451 0.91152 -1.50572  -0.40
C: -1.13795 -0.08196 -1.62080  -0.13
C: 0.39599 1.29008 4.66698  -0.10
N: 0.45937 2.18589 2.45163  0.04
H: 3.94470 2.72686 -1.92719  0.08
C: 3.96452 -1.10767 -0.55546  -0.16
H: 3.69052 0.47774 3.77634  0.07
C: -1.42857 0.90270 3.17310  -0.04
H: 0.17869 -4.27011 -0.98676  0.11
H: 3.36918 -1.76107 0.08234  0.06
C: 0.98165 -0.05144 -3.41237  -0.10
C: -0.99160 4.52730 -1.88137  -0.11
C: -0.26340 -2.24759 0.69333  -0.20
H: 4.67540 -0.57474 2.73793  0.08
H: 5.46702 0.61450 3.78988  0.08
P: -0.19626 2.33185 -0.32459  0.98
H: -3.83883 5.56766 -3.39503  0.09
H: 3.30696 -0.71254 -1.32982  0.05
H: 4.05764 4.19077 -0.93123  0.08
H: -2.38876 0.46392 2.93312  0.10
F: -4.66985 -6.86450 0.65279  0.12
C: -3.07294 -4.66898 1.04724  -0.03
N: -1.27225 1.86805 0.94646  -0.13
H: 0.88464 1.16520 5.62424  0.09
C: 0.02065 -1.04626 -3.49598  -0.10
C: -1.43221 3.34242 -1.30086  -0.34
H: -3.99450 -4.78009 1.60379  0.11
C: -0.84474 0.72063 4.40933  -0.09
F: -2.87454 -8.00007 0.21754  0.11
H: -2.54414 -2.80308 1.95748  0.11

- energy (a.u.) = -2567.37913
- M (Da) = 677.916
- HOMO (eV) = -3.85
- total charge = -1
- Kohn-Sham gap (eV) = 6.59
- LUMO (Eh) = 0.1007

Record 4
ORCA calculation (wB97M-V/def2-TZVPD) on a 2-piece molecular cluster, C4H8F4N4O2 overall in a non-equilibrium geometry.

Each line ends with the Löwdin charge.
Geometry (Å):
H: -0.31932 1.09833 1.79239  0.18
F: 3.00459 -1.17254 -1.11742  0.08
N: 1.08486 2.02029 0.71481  0.01
F: 3.74231 0.76526 1.69757  -0.02
N: 0.03970 1.27163 0.85552  -0.06
H: -3.42520 -1.44429 0.12224  0.13
H: 2.15533 0.42529 -0.35695  0.12
N: -3.29180 -1.64358 -0.97395  0.05
F: 5.01899 -0.17508 0.18043  0.20
O: -2.16978 -0.36811 1.19952  0.06
F: 1.75787 -1.25969 0.66404  0.04
C: 4.03250 -0.36659 0.89382  -0.36
C: -1.71922 -0.11407 0.11000  -0.47
C: -0.74305 0.88747 -0.13118  -0.30
H: 1.25100 2.45303 1.64095  0.08
C: 2.69646 -0.50310 -0.01205  -0.30
H: 0.61702 1.63396 -1.17604  0.16
H: -3.09268 -2.56272 -1.23514  0.04
H: -1.76833 -0.50492 -1.89696  0.12
H: 4.12154 -1.05310 1.80004  0.18
O: -0.33048 1.18080 -1.39202  0.04
N: -2.05469 -0.85565 -1.00858  0.01

- energy (a.u.) = -926.05081
- M (Da) = 220.126
- HOMO (alpha / beta) (eV) = -8.14 / -8.14
- total charge = 0
- Kohn-Sham gap (alpha / beta) (eV) = 8.25 / 8.25
- LUMO (alpha / beta) (Eh) = 0.0040 / 0.0041